No. 1
22
Properties=species:S:1:pos:R:3:lowdin_charge:R:1 method="wB97M-V/def2-TZVPD" smiles=CCN[C@H](CN)CO fmax_ev_per_a=5.3 e_lumo_ev=0.86 homo_lumo_gap_ev=9.8 molar_mass_g_mol=118.18
H -0.496 -1.209 0.387 0.125
O -2.600 -0.595 -0.205 -0.144
C 0.619 -0.584 -1.457 -0.234
H -1.833 0.724 -1.493 0.096
C 2.237 1.167 2.303 -0.119
C 1.085 0.147 2.014 -0.238
C -0.252 -0.310 -0.136 -0.301
H -0.967 -0.300 -2.725 0.044
H -1.881 1.037 0.324 0.116
H 1.301 0.886 0.168 0.056
H 3.200 0.979 1.773 0.076
H 2.308 1.278 3.373 0.057
H 0.321 0.046 2.773 0.104
H 1.779 -0.723 1.850 0.111
H 1.258 0.314 -1.521 0.102
N 0.496 0.666 0.733 -0.062
N -0.099 -0.837 -2.688 -0.002
H -0.557 -1.758 -2.564 0.083
H -2.825 -1.234 -0.887 0.058
C -1.532 0.437 -0.508 -0.135
H 2.084 2.127 1.758 0.071
H 1.244 -1.449 -1.043 0.134


No. 2
91
Properties=species:S:1:pos:R:3:lowdin_charge:R:1 method="wB97M-V/def2-TZVPD" fmax_ev_per_a=2.3 e_lumo_ev="-5.06 / -5.06" homo_lumo_gap_ev="3.9 / 3.9" total_charge=+1 molar_mass_g_mol=1028.59
C 0.967 -1.089 1.979 -0.365
H 2.794 0.047 1.832 0.117
C -3.725 -0.486 -5.864 -0.058
H -5.044 -1.730 -2.970 0.118
C 3.377 -1.159 -1.162 -0.539
C 1.611 3.864 5.204 -0.060
N 1.946 3.215 0.089 0.225
C 2.293 -0.388 3.868 -0.051
H -0.842 -2.151 2.462 0.096
C -2.976 -0.551 0.497 -0.262
C 2.504 -1.717 -0.228 -0.273
P 0.826 -1.025 0.171 1.181
C 1.579 3.327 2.506 -0.106
C 0.608 2.775 3.353 -0.112
H -1.322 -3.146 -3.626 0.119
C 3.839 4.446 -3.778 -0.053
C 1.632 2.877 -1.138 -0.362
H -5.482 -1.632 -5.416 0.110
H -0.480 -3.602 1.224 0.091
Rh -0.584 1.054 -0.314 1.111
C 0.572 2.000 -2.893 -0.356
C 1.284 2.850 1.170 -0.263
H 3.162 0.122 4.264 0.118
Br 2.944 0.427 -2.068 1.129
C -2.595 0.155 -5.382 0.002
F 6.122 -3.499 -1.111 0.168
N -1.270 1.269 2.966 0.232
C -3.139 -0.292 2.763 -0.115
C -3.234 -0.584 -3.156 -0.114
C 2.323 3.358 -2.320 -0.189
C 2.579 4.413 4.360 -0.059
H -5.248 -2.318 1.005 0.118
H -1.919 0.690 -6.035 0.119
N -1.961 0.290 0.885 0.003
F 2.138 -3.495 1.301 0.122
F 5.406 -1.209 -2.348 0.104
C 3.425 4.182 -2.481 0.001
C 1.387 -0.999 4.725 -0.048
C -1.429 -4.428 -0.496 -0.052
H 3.347 5.049 4.780 0.110
C 4.124 -3.492 0.115 -0.127
C 3.169 3.909 -4.878 -0.052
C 0.265 -1.629 4.211 -0.048
N 0.606 2.054 -1.528 -0.072
C -0.245 1.958 2.518 -0.266
H 1.645 4.087 6.262 0.109
C -3.613 -0.471 4.052 -0.003
C 4.971 -2.926 -0.824 -0.126
C 2.911 -2.893 0.400 -0.200
H -1.809 -5.278 0.055 0.114
H -3.161 0.046 4.888 0.118
C -4.369 -1.216 -3.641 -0.001
C -4.689 -1.330 4.225 -0.059
C -1.150 -3.238 -2.562 -0.056
C -1.680 -4.308 -1.854 -0.049
N -1.577 0.347 -1.870 -0.013
C 2.576 4.157 2.998 0.001
H -3.935 -0.463 -6.925 0.110
H 3.510 4.149 -5.876 0.111
C -4.601 -1.156 -5.006 -0.058
C -0.397 -2.282 -1.904 -0.112
N -0.312 1.372 -3.636 0.226
H 0.034 -1.459 -2.463 0.098
C 2.085 -0.431 2.502 -0.097
H 1.552 2.655 -5.568 0.120
C 0.045 -1.666 2.843 -0.094
C 4.592 -1.755 -1.457 -0.255
C -2.358 0.096 -4.016 -0.106
H -0.454 -2.091 4.875 0.116
N 0.201 2.020 1.222 0.001
C -1.325 0.669 -3.181 -0.270
F 4.468 -4.608 0.735 0.158
C -2.041 0.497 2.233 -0.285
C -0.684 -3.470 0.174 -0.075
H 3.321 4.578 2.336 0.118
H -0.135 2.603 5.365 0.118
H -5.081 -1.492 5.220 0.109
H -2.275 -5.055 -2.362 0.114
C -5.277 -1.982 3.139 -0.059
C -0.177 -2.378 -0.527 -0.339
C 1.657 2.806 -3.424 -0.183
C -4.799 -1.811 1.848 0.002
N -3.305 -0.871 -0.730 0.235
H 1.553 -0.975 5.794 0.114
H 3.934 4.603 -1.625 0.120
C -2.719 -0.400 -1.815 -0.279
C -3.717 -0.963 1.676 -0.106
H 4.697 5.085 -3.942 0.111
C 0.612 3.037 4.714 -0.003
C 2.070 3.077 -4.718 0.001
H -6.128 -2.627 3.311 0.110